[1]
The following is a quantum chemistry calculation of a structure of composition C18H24N4O3 at a distorted geometry, from OMol25.

Positions of all 49 atoms, in Å:
C  0.00359  -2.55194  -3.44747
H  -3.25783  4.97590  -2.10820
C  2.22009  -1.87798  -3.65260
H  2.24207  -1.10562  -0.00766
O  1.41060  1.98323  2.93573
H  2.72358  -2.63757  -4.22068
C  1.60687  -0.52944  -0.67367
H  1.98672  0.38136  4.43207
C  -1.35339  4.23192  -1.45010
H  -3.80578  -0.29018  4.54317
C  0.96584  0.96461  -0.31390
C  1.76188  -3.11746  -1.68414
C  -2.73870  -0.16356  4.40596
H  3.30616  -1.55207  -3.01185
C  1.21241  -2.14208  -2.56577
C  0.21880  -0.96003  4.26237
C  1.09273  -0.80335  -1.81001
C  1.31232  1.34235  2.04687
O  -0.60915  -0.58324  3.30054
H  -2.51530  0.79740  3.89477
C  -3.08776  2.74536  -2.05202
H  -4.12644  2.80673  -2.33101
H  2.38626  -1.12988  3.71875
H  0.53691  3.43913  -1.10611
N  1.21657  1.55146  0.84863
H  -0.63418  5.40955  -1.42714
N  1.72369  0.00493  2.39783
N  -0.05233  -0.07337  -2.16041
H  -0.19311  -1.80059  -4.04209
H  1.91805  -0.93574  -4.37053
H  1.03036  -3.40157  -0.91893
C  -1.98019  -1.17014  3.49176
C  1.76045  -0.41193  3.73983
H  2.04284  -4.31614  -2.39075
H  -2.41922  -1.40253  2.52019
H  2.89565  -2.88322  -1.25707
H  -2.33168  0.66390  -2.07858
N  -0.07433  1.08857  -1.33786
H  -0.60235  -2.78263  -2.68065
C  -0.36841  3.24397  -1.37519
O  -0.06133  -1.52641  5.35664
H  -1.92218  -2.09408  4.15746
C  -2.51118  4.19818  -1.82889
C  -0.91441  2.05466  -1.46510
H  1.23512  -0.59694  1.72661
H  0.68869  2.54559  0.73290
H  0.33283  -3.43176  -4.10076
C  -2.02470  1.76180  -1.98949
H  -2.24714  0.08085  5.34652

Results
Frontier orbital gap   7.98 eV
Relative energy (zero: lowest compared OMol25 entry of this formula, charge and spin)   398.2 kcal/mol
E_HOMO   -8.2 eV

=====

[2]
The following is a quantum chemistry calculation of a cluster of 6 separate species, C26H45ClN2O9S3 in total, from OMol25.

Positions of all 86 atoms, in Å:
C  2.61947  -2.38515  -4.66184
S  3.28403  -1.58362  -1.39135
H  2.57603  -3.35485  -4.19298
C  -2.78479  -1.06594  4.42309
H  -3.49892  5.01188  5.25106
H  -2.47838  1.05065  4.47092
C  -1.18935  3.83396  2.91934
H  -3.28631  -0.82017  -5.65392
H  -2.93541  -3.79268  -6.76446
H  -1.52208  2.14872  -2.37581
O  -1.76530  3.19793  5.12990
C  -1.99868  -2.50572  -5.32767
C  1.94842  2.01269  -2.41993
C  2.23867  2.03914  6.96248
C  -0.80624  -6.79948  -0.12688
H  -3.95467  -3.38225  -5.38280
H  3.52103  2.91594  5.48044
C  2.07665  -1.89928  -5.82725
C  -0.90016  -4.56364  1.13176
O  0.98308  5.37022  -0.58315
H  -0.65314  -0.85251  4.54444
H  -0.60601  1.73594  -0.92230
C  -2.29094  -1.15936  -5.94657
H  0.78642  -0.34356  -3.59194
O  0.18846  2.12920  -4.09948
S  5.65349  -0.90163  -2.91534
H  -0.31732  -0.96930  -0.99641
C  0.26600  0.11993  -2.75528
H  -0.62314  -5.03172  2.07753
H  -1.39735  -1.51965  5.99749
H  1.07930  0.09481  -0.72048
S  0.81708  3.95107  -0.64132
H  0.73481  3.07680  8.06991
H  -3.22214  0.40002  5.92781
H  -0.48393  3.01144  2.99739
H  3.68986  0.66740  -4.84543
N  3.33320  -1.33068  -4.11478
C  4.07900  -1.27900  -2.90842
H  -4.18410  0.54614  4.43903
H  0.68368  1.59951  -4.74316
H  -1.23482  -2.53566  4.54609
H  -1.98944  -4.52698  1.08175
H  2.44390  2.23091  -3.36716
O  0.59146  3.19052  0.55309
H  -2.26896  -1.23620  -7.03485
Cl  3.46378  2.88809  -0.31199
H  -0.34680  -7.26810  -0.99351
H  -1.89241  -6.84166  -0.22222
C  -1.96624  3.95292  4.20275
H  0.44232  3.02366  6.32025
C  -2.93648  -3.63264  -5.68509
H  1.44779  -2.45597  -6.50479
C  1.50380  -1.83938  -1.60748
C  2.21991  3.25063  -1.52938
H  1.67829  4.10907  6.97243
O  -3.48542  -1.77276  3.73489
H  1.26149  -2.58182  -0.84452
C  -0.55235  2.24310  -1.88582
H  1.27763  -2.31598  -2.55670
C  0.49277  1.64059  -2.79151
H  -1.54923  -0.43154  -5.62501
H  -2.62185  -4.54408  -5.18264
C  2.98765  1.97935  5.65083
O  2.45469  1.24949  7.85161
H  -3.75429  4.89581  3.49386
C  -1.42969  -1.52839  4.90701
C  -3.19767  0.32201  4.84021
C  -0.35152  -5.36463  -0.02429
H  -0.79786  -0.02837  -2.95192
H  -1.87183  3.64275  2.08948
H  -0.64190  4.75059  2.69707
C  -3.01078  5.03793  4.27986
N  2.43397  -0.58131  -6.01801
H  2.48037  1.16636  -1.98410
H  -0.52551  -7.34623  0.77463
H  3.69768  1.15610  5.67140
O  -0.34778  3.65985  -1.66272
H  -2.54581  6.01370  4.13089
H  2.28690  1.83750  4.82601
C  3.20210  -0.28380  -4.99152
H  2.61898  4.07635  -2.11307
O  -1.05753  -2.67589  -4.58567
C  0.61430  -0.59689  -1.42918
C  1.20744  3.13162  7.09206
H  -0.50438  -3.55094  1.10214
O  0.41303  -4.88291  -0.82883

Results
Frontier orbital gap   8.50 eV
E_HOMO   -9.1 eV
SMILES   O=S1(=O)OC[C@](O)(CCCSC(=S)n2ccnc2)C[C@@H]1Cl.CC(C)=O.CC(C)=O.CC(C)=O.CC(C)=O.CC(C)=O

=====

[3]
The following is a quantum chemistry calculation of a cluster of 12 separate species, C48H132N12O12 in total at a distorted geometry, from OMol25.

Positions of all 204 atoms, in Å:
H  0.60817  0.35554  -4.99796
H  -5.89858  6.37532  -1.38034
H  -0.83705  6.64930  -2.52525
O  -0.15077  6.34160  3.28544
H  -1.74809  -0.75670  -5.38747
H  0.43107  5.27542  -0.75613
N  -3.78302  5.52505  3.53587
H  -2.87224  4.73229  -4.71260
H  -1.69344  6.63948  1.97534
H  1.15285  -2.95106  0.79171
C  -1.06228  5.21471  -4.11874
H  -1.24357  5.83706  5.73362
C  4.70628  -2.92493  2.11256
N  1.94029  -1.34845  -1.25148
C  0.93725  0.46890  0.16094
C  -3.70290  -4.68922  -0.96971
C  6.19197  -3.41918  2.16852
H  -6.83102  5.12822  0.75547
N  -6.46984  4.35258  0.21878
H  -6.01810  3.47564  1.99575
H  6.28765  -2.68701  0.33094
C  6.74522  -1.90000  -2.89124
H  -1.26298  2.31826  1.85398
C  1.01017  -1.06322  -0.19651
H  4.56067  -2.23830  1.27863
C  -0.22312  6.25012  -3.33262
H  3.36565  -8.42958  -4.16241
H  -6.16955  1.59460  -0.41621
H  7.20731  -1.27197  -3.65291
H  2.34925  2.87192  -3.75288
H  -2.45211  -0.80754  -2.78935
H  0.54607  -5.82386  3.54318
C  5.24611  -1.80838  -2.68071
H  5.70416  -6.63700  4.98726
H  -4.61374  5.77646  4.05240
H  2.63104  -1.84845  6.04764
C  -1.43027  6.00650  2.82280
H  2.41797  -1.86946  1.17005
C  1.63893  -2.13014  5.69483
C  -2.51178  -6.85462  -1.51719
C  -2.51007  6.08229  3.99173
H  -5.62315  9.82165  -2.25926
H  -0.12573  7.06412  -4.05096
C  2.49217  1.76017  4.00993
H  -2.84117  5.61148  -3.41692
H  -1.75938  -5.24828  3.81017
H  5.75071  -5.58289  6.28608
C  2.17173  1.90477  -3.28254
H  -5.50056  4.58157  0.05095
H  -0.71975  -2.30107  6.47875
N  2.02230  -3.97232  -2.59156
C  -3.57977  1.35187  -0.28478
H  4.48108  -9.06770  -2.89641
C  -1.86536  -1.27404  2.72644
H  7.20475  -5.71187  5.41387
C  0.76440  6.53671  2.19136
C  -1.32348  -4.98508  2.84642
H  -4.79948  9.94595  -0.73854
H  7.20307  -1.65613  -1.93259
N  -1.58052  -6.06743  1.94430
H  6.17926  -4.28972  0.28209
H  -4.58731  -4.99033  -1.53117
C  3.52445  -8.58457  -3.09524
H  2.71532  -9.15454  -2.63858
H  -8.52883  3.76214  1.55829
C  -4.76287  9.44504  -1.70592
H  0.95236  -0.63443  6.90129
H  4.17328  -3.84649  1.87860
C  -5.71062  1.95883  0.50293
H  -4.05238  0.82365  -1.11287
H  -3.27249  4.89724  0.39530
H  0.72538  -0.31722  3.85736
N  -2.05769  0.16619  -5.11815
H  -1.12685  -5.39226  -0.18705
C  -4.82998  -2.68708  -0.38755
H  1.06807  5.62114  1.68380
C  4.48411  -1.87683  -4.01303
O  -3.47774  5.85245  -1.51877
H  1.55232  -0.85509  -2.04279
C  6.35720  -4.73014  2.97074
H  -2.60373  1.72701  -0.59252
H  1.72217  2.53162  4.00153
H  -2.98806  -3.62829  2.26627
C  6.12554  -5.67128  5.26638
C  -6.52762  3.16463  1.08374
H  -1.21389  4.23717  -6.00476
H  0.13366  3.98104  -1.95589
H  7.42877  -4.89978  3.07589
H  4.86261  -2.63097  -2.07708
O  6.92097  -3.31716  -3.15826
H  -2.43553  -4.90341  -2.68680
H  8.52643  -3.22499  -4.35058
C  2.69711  -6.35627  -2.83902
H  -1.76076  5.49576  -0.28771
O  -3.60996  -3.21628  -0.83363
H  4.79775  -1.01801  -4.60646
N  -6.03095  7.37433  -1.44781
H  2.77951  1.13412  -3.75669
H  -1.35261  -3.91273  -0.84718
H  -1.56528  -3.38374  1.29253
C  -1.45392  -0.37606  -2.86380
O  -1.48638  -2.59039  3.17314
C  -2.12641  5.38857  5.27803
O  3.72535  -7.27282  -2.54285
H  2.55454  1.89056  -2.26207
H  -7.99906  2.22428  2.15788
O  5.75439  -4.64436  4.29541
H  0.48509  4.42763  -5.43996
H  3.46175  2.17476  4.28584
H  -3.72598  -5.04137  0.06158
H  3.39497  -1.83416  -4.00563
H  3.76487  -0.80849  -1.75509
H  3.59564  -3.98463  -0.48772
H  8.52236  -4.73789  -3.53264
H  2.74477  1.54841  2.97097
C  -7.95373  2.87710  1.28617
H  -0.03255  -1.27592  -0.43228
H  1.67138  6.90115  2.67371
O  -0.12094  0.69853  1.09681
H  2.11332  -4.87844  -0.15384
C  -3.56078  7.24636  -1.12182
C  -0.42898  2.10064  1.18676
C  1.33727  -1.90405  1.03225
H  -3.93539  9.93775  -2.21642
H  -5.68909  -3.18048  -0.84206
H  0.01833  1.91471  -5.20229
C  0.09666  1.13972  -4.43982
H  0.53285  -4.10305  3.34345
H  -6.22980  7.60096  -0.48386
H  0.01975  0.95503  4.80510
H  5.91616  -5.56412  2.42479
H  -8.36811  2.39265  0.40203
N  -2.43691  5.56460  -4.34130
H  1.30998  -2.98091  6.29155
C  3.00640  -4.97749  -2.22924
H  -0.64152  -1.10243  -2.88604
H  1.89252  0.82983  0.54209
H  -2.97472  5.42294  5.96162
H  -1.82730  1.52297  -3.62809
N  6.60137  -3.52810  0.79382
H  0.67203  -5.16315  1.95140
C  8.28713  -3.68306  -3.39089
O  0.74288  1.70053  -3.25636
H  0.62350  7.36883  1.50156
C  0.77756  4.81688  -1.68229
H  -4.59199  7.71421  -2.92471
H  -4.88674  -1.64052  -0.68685
H  -2.61227  7.65586  -1.46928
C  0.16081  -5.02888  2.90468
H  -1.39621  4.95070  2.55401
C  0.68672  -0.96183  5.89614
H  5.23836  -0.40533  -1.15095
H  -3.24582  -7.31278  -2.18006
H  -0.75251  2.58544  0.26568
H  6.74392  -2.58629  2.60413
C  0.81213  0.20655  4.80932
O  2.17513  0.69066  4.86185
H  -4.87771  -2.75602  0.69922
H  -2.61633  -7.17804  -0.48155
C  -1.89864  -3.62532  2.30179
N  -1.26782  -4.89725  -1.05607
H  -2.68346  7.13916  4.19435
H  0.59037  0.93875  -0.75940
H  -1.37361  0.13371  -1.90371
H  3.62718  -5.73751  -0.26423
N  -0.66801  -1.42773  5.97407
C  -1.28056  0.65305  -3.99197
H  -2.11534  -1.12190  1.67646
H  -1.16750  -0.48876  3.01701
H  -2.99434  -0.02755  -4.79372
H  4.74162  -2.80475  -4.52368
H  -2.76388  -0.99306  3.27581
H  -2.46348  4.04803  -0.85114
H  -3.60205  7.34040  -0.03667
H  1.61175  -2.48580  4.66485
H  3.98909  -4.63631  -2.55483
C  -2.50084  -5.30702  -1.67639
H  -5.69694  1.16806  1.25299
H  1.92096  -2.31806  -1.53358
H  -2.58253  -6.07703  1.81786
H  -0.99133  -1.68484  5.05241
H  -0.49296  5.73110  -6.21840
H  1.78499  -3.88286  -3.56920
O  0.95666  5.71968  -2.77651
H  2.74487  -6.15360  -3.90894
H  -1.61653  -7.37751  -1.85368
H  1.75432  -6.73332  -2.44267
O  -4.40898  2.37268  0.27039
H  1.73156  4.34408  -1.44895
H  1.14131  -4.28964  -2.21307
C  -2.72752  5.05722  -0.53503
H  -1.46780  -6.93593  2.44739
H  0.35645  2.72646  1.61050
C  -4.72408  7.90312  -1.85936
C  3.05998  -4.91143  -0.69315
H  -3.31100  0.66963  0.52170
H  0.66746  -1.77905  1.88303
H  8.97849  -3.25553  -2.66471
H  -3.82040  4.52491  3.67158
H  -1.74160  4.38886  5.07654
H  4.27341  -2.52996  3.03165
N  4.72812  -0.62240  -1.99513
H  -1.06674  4.22551  -3.66094
C  -0.49584  4.89657  -5.51722

Results
Frontier orbital gap   8.95 eV
Relative energy (zero: lowest compared OMol25 entry of this formula, charge and spin)   121.0 kcal/mol
E_HOMO   -8.5 eV
SMILES   COC[C@H](C)N.COC[C@H](C)N.COC[C@H](C)N.COC[C@H](C)N.COC[C@H](C)N.COC[C@H](C)N.COC[C@H](C)N.COC[C@H](C)N.COC[C@H](C)N.COC[C@H](C)N.COC[C@H](C)N.COC[C@H](C)N

=====

[4]
The following is a quantum chemistry calculation of a structure of composition C29H48BrCaNOP2 at a distorted geometry, from OMol25.

Positions of all 83 atoms, in Å:
H  -1.93666  -3.66493  -0.36708
C  -1.43965  3.96976  -1.05433
H  0.73950  3.53912  -3.91063
H  -2.58933  -2.31909  0.56312
H  1.75454  -0.74173  -2.25123
H  1.43105  -1.20400  5.05815
H  -0.03065  -1.64852  2.46637
C  3.54022  0.48840  -2.29415
C  1.45842  3.85939  -3.14522
C  -2.39830  -1.17947  5.64509
H  5.38142  1.12208  1.42154
C  -4.11393  3.32442  1.45466
C  2.17879  0.13073  -1.72803
C  2.67351  -1.93806  0.30110
H  -2.03942  0.49197  -2.47556
C  2.01828  4.54933  -0.91551
H  4.91411  -0.56971  1.30812
C  -1.14300  -0.37838  5.41052
C  -2.27038  1.88967  -0.16610
H  3.90516  1.45424  -1.92953
H  -2.07028  -3.61582  -3.64014
C  2.81756  3.81130  -3.42270
H  -1.46752  1.40621  -0.73455
Ca  -2.24894  1.15419  3.03121
C  3.77692  -2.43572  -0.61136
H  -2.18343  -1.17999  -4.33849
H  1.75559  4.79268  0.12403
H  1.47947  0.96513  -1.89786
C  1.33940  -1.76936  4.13044
H  0.46300  -2.71954  -2.11693
H  -3.11695  -1.10492  4.81607
H  4.30331  -0.27277  -2.10300
H  1.64035  -2.80426  4.32002
H  1.77094  -2.55743  0.17383
H  -2.15258  -2.23579  5.77084
H  2.99345  0.99243  1.90084
C  -3.77845  2.02548  1.54954
H  -4.42595  -3.64547  -0.32743
H  -3.66893  5.00493  0.12622
H  5.20610  0.38543  -0.16207
H  3.52489  -2.35902  -1.67086
C  -3.12720  1.17559  0.71942
H  -3.65752  -1.86977  -3.60925
H  -1.37941  -4.46706  -2.25067
P  -1.40965  -1.49897  -1.32804
Br  -4.21896  1.46467  4.65802
N  3.75089  4.09101  -2.50808
H  -4.83476  3.83353  2.07878
H  2.03101  -1.33461  3.39862
H  -0.28711  -1.83581  -3.44698
C  3.35557  4.46853  -1.28485
C  -3.46437  3.96007  0.36485
O  -0.76608  -0.49101  3.96102
C  -1.15193  -3.78939  -3.07453
H  3.45475  0.58615  -3.38306
C  -0.50151  -2.50858  -2.60687
C  3.33399  0.87633  0.85875
H  4.72989  -1.92975  -0.43745
C  -2.58459  -0.45477  -2.32829
H  -2.92110  -0.80813  6.52481
C  -3.03338  -0.97322  -3.68188
H  -4.48094  -2.07283  -1.11854
C  -2.46026  3.27050  -0.33169
H  -1.31088  0.69849  5.56790
C  -3.89237  -2.98815  -1.02058
H  -3.87101  -3.49566  -1.98952
P  2.01163  -0.19367  0.10122
C  -2.50711  -2.72899  -0.45880
H  -3.18684  0.09452  0.75583
C  -0.36567  4.31991  -1.58680
H  -0.45325  -4.30062  -3.73932
H  -0.64870  -2.61048  3.82139
C  -0.06112  -1.71043  3.55741
H  -3.63727  -0.19200  -4.15916
H  4.15061  4.71121  -0.57621
H  2.96921  -2.03453  1.35761
C  1.04068  4.28760  -1.88540
H  3.24258  1.86808  0.39116
H  3.94358  -3.49591  -0.39938
H  -3.44628  -0.20692  -1.69036
H  3.16514  3.52669  -4.41833
C  4.77891  0.41127  0.84508
H  -0.29079  -0.66578  6.04321

Results
Frontier orbital gap (spin up / spin down)   7.50 / 4.59 eV
Relative energy (zero: lowest compared OMol25 entry of this formula, charge and spin)   155.5 kcal/mol
Total charge   +2
E_HOMO (spin up / spin down)   -14.1 / -13.8 eV